Record 1
Here is a structure of composition C4H5NS in a non-equilibrium geometry from OMol25. Energies are from ωB97M-V with the def2-TZVPD basis set.

```
! wB97M-V def2-TZVPD RIJCOSX def2/J DEFGRID3
* xyz 0 1
C 2.42784 -0.11026 0.15069
C -0.95726 1.18581 0.03504
C -1.87202 0.15233 -0.04438
C -2.50516 -0.87129 0.07197
H 2.53493 1.04314 -0.31715
H 2.85994 -0.10348 1.32212
H 3.09266 -1.05771 -0.36282
H -1.44742 2.20845 -0.01169
H -3.11508 -1.88245 0.49751
N 0.27336 0.95228 -0.00405
S 0.72506 -0.56334 -0.14872
*
```

Results
Total energy in eV: -16549.2922

So, what does the natural (NBO) scheme give us? The charges, in e, come out as: C -0.82; C -0.01; C -0.14; C -0.18; H 0.27; H 0.23; H 0.22; H 0.20; H 0.29; N -0.57; S 0.52

=====

Record 2
Here is an isolated molecule of C4H5NS in a non-equilibrium geometry from OMol25. Energies are from ωB97M-V with the def2-TZVPD basis set.

```
! wB97M-V def2-TZVPD RIJCOSX def2/J DEFGRID3
* xyz 0 1
S 2.54814 -0.21846 0.22310
C 0.87058 0.01324 0.20692
N 0.37847 1.21026 0.18160
C -1.04058 1.06370 0.07382
C -1.37299 -0.26025 0.15044
C -0.17678 -1.05745 -0.02640
H 2.84199 1.02961 -0.17798
H -1.43583 2.05114 0.03354
H -2.43148 -0.47589 0.12686
H 0.03525 -1.23248 -1.09817
H -0.21677 -2.12342 0.30627
*
```

Results
SMILES: SC1=NC=CC1
Total energy in eV: -16552.7035

So, what does the natural (NBO) scheme give us? The charges, in e, come out as: S 0.07; C 0.09; N -0.47; C -0.04; C -0.26; C -0.54; H 0.15; H 0.22; H 0.23; H 0.28; H 0.26